No. 1
This record from the OMol25 dataset describes a cluster of 6 separate species, C54H114N6O6 in total. The level of theory is ωB97M-V with the def2-TZVPD basis set.

Maximum force in eV/A: 1.9
Energy above the lowest of the compared OMol25 structures with the same formula, charge and spin in kcal/mol: 41.3
E in hartree: -2905.60116

```
! RIJCOSX wB97M-V def2-TZVPD def2/J DEFGRID3
* xyz 0 1
H 4.825 -0.391 -3.154
C -2.786 1.931 -8.044
C 1.327 7.041 2.813
O -1.712 -0.567 -7.254
H -0.660 5.835 4.726
H 4.051 -3.364 3.768
H 2.083 7.287 2.068
H 0.424 -3.421 2.277
H -2.956 2.775 0.542
H 6.499 1.341 -3.156
C 5.529 2.147 0.062
H -5.349 -0.669 -2.418
H -4.681 2.276 -2.611
C -3.391 -4.885 1.928
H -6.653 -5.394 0.914
H 0.942 2.940 -6.257
H -6.936 -3.076 4.426
H -5.296 0.832 0.731
H -0.383 5.864 2.481
C 0.594 3.217 2.923
H -3.172 -2.022 -1.596
H -2.925 0.023 1.925
H 4.703 4.956 3.976
C -1.403 1.775 -7.432
H 7.257 1.073 -0.753
C 0.778 4.602 3.594
H -0.944 3.857 -7.284
H 3.907 5.215 6.359
H 2.635 7.952 4.269
H 3.128 -6.674 3.937
C -3.432 1.912 1.010
C 3.148 -6.239 1.820
C 1.987 7.074 4.197
C -4.237 0.738 -1.149
H -7.287 -4.077 2.993
C 4.014 2.277 -0.132
C -2.088 -0.061 -0.023
H -3.367 -2.357 3.285
H 0.645 1.936 -8.082
H -0.802 -1.263 1.232
H -0.003 -0.745 -3.797
C -0.247 0.351 -5.661
H 3.988 0.176 0.419
H -6.043 -1.164 4.116
H -0.818 -1.677 -5.125
C 4.120 2.468 -3.938
H -0.087 4.386 5.593
C 5.915 1.795 -2.351
H 0.873 -5.569 3.683
C -1.142 3.030 -6.587
H 1.232 7.253 4.972
H -3.242 -5.963 1.831
H -3.814 2.212 1.987
H -1.659 -0.421 -4.233
H -0.506 2.546 -9.230
C 3.117 5.898 6.049
H -3.129 2.520 -1.786
H -5.986 -0.445 -0.753
H -3.841 -5.542 -0.579
H 3.264 3.222 4.610
C -6.505 -3.713 3.653
C 3.881 -6.621 3.142
H 0.900 -0.851 -7.101
H 2.137 -1.689 1.875
C 3.746 -7.061 0.690
C -5.709 -5.683 1.383
H 3.105 2.366 -4.317
H -5.393 -6.654 1.008
H -2.977 1.104 -8.735
H 2.242 5.618 6.645
H 1.638 0.677 -6.750
O 2.409 3.490 4.965
H 2.368 0.859 0.176
C -3.806 1.771 -2.200
O 4.740 -4.569 1.446
C 2.800 5.846 4.568
N -3.266 -0.303 -0.852
C 1.068 -0.136 -6.293
C -5.767 -1.421 3.097
H 4.769 2.088 -4.731
H -3.928 -5.265 3.993
H 0.113 3.393 1.956
C -0.687 -0.707 -4.645
N 2.086 4.632 4.208
H 4.829 -7.143 0.678
H -3.579 -3.831 -0.567
C -3.409 -4.498 3.417
C -4.321 -4.598 -0.318
H -0.273 -5.730 2.352
H -2.671 -0.515 -7.304
H 6.257 2.840 -2.359
O -6.339 -2.980 0.728
C 0.038 2.907 -5.632
H 1.554 2.775 2.662
H -5.206 -4.469 -0.938
H -0.173 0.927 -0.113
H 0.988 1.506 -4.386
N -5.207 -3.248 1.516
H -6.097 -4.577 4.180
C 3.365 1.060 0.572
H 0.002 2.518 3.508
H -2.496 -4.421 1.501
H 2.482 3.612 0.690
H -5.000 -0.760 2.679
C 4.118 5.857 3.777
H 5.821 0.214 -0.918
H -1.368 1.676 -1.153
C -1.551 -1.403 0.451
H -2.397 -1.943 0.891
H -3.273 1.317 -3.040
N 3.713 2.357 -1.549
H -1.136 -1.978 -0.377
C -4.674 -4.556 1.174
H -6.228 0.779 -1.975
H 2.602 -2.496 0.390
C 1.671 -6.628 1.947
H 3.941 5.897 2.700
H 1.677 -7.467 2.649
H 4.002 3.714 1.526
H 4.726 6.734 4.023
H -1.596 1.055 1.746
H 3.701 -0.248 -1.870
C -0.006 1.616 -4.833
H 3.881 4.428 -0.053
C -0.362 4.791 4.615
C 6.200 1.243 -0.972
C 0.778 -5.563 2.594
H -5.966 -5.780 2.435
H 0.530 7.780 2.839
H -0.607 0.156 -1.645
N 3.342 -4.830 1.465
H -2.388 -4.351 3.767
H 1.926 1.708 -1.557
O -3.005 -1.144 -1.957
H -2.833 2.866 -8.599
H 2.449 -2.752 4.057
C -1.004 0.716 -0.798
H 1.689 -0.601 -5.528
C -4.598 1.452 0.161
C 4.431 1.730 -2.644
N -1.369 0.623 -6.533
H 4.623 -5.899 3.468
C 2.787 -2.465 1.464
H 3.333 1.196 1.654
H -1.246 4.203 4.350
H -3.571 1.897 -7.287
C 4.001 0.241 -2.800
H 4.275 -7.636 3.100
H -0.199 0.745 -8.984
H 3.334 -8.077 0.697
H 6.029 3.115 0.107
C -5.399 -2.881 2.923
H 2.729 -4.475 4.281
H 1.238 -7.034 1.032
H 0.876 5.310 1.478
H -4.179 -2.978 4.696
H 4.313 3.526 -3.741
H 4.861 -4.086 0.625
C 2.609 -3.790 2.198
C 3.560 3.566 0.535
C 0.699 5.666 2.490
C -4.065 -3.136 3.618
C 1.159 -4.196 2.035
C -5.514 0.037 -1.608
H -6.654 -1.119 2.523
H 5.748 1.622 0.999
H 3.348 6.916 6.371
H -2.039 3.407 -6.081
H -6.260 -2.094 0.358
H -5.252 2.275 -0.157
H 3.196 0.098 -3.525
H -0.777 1.692 -4.064
C 2.995 -3.619 3.669
O 2.348 2.547 -1.807
C -2.497 0.735 1.207
H 3.375 -6.651 -0.255
H 0.989 -4.301 0.950
H 3.819 -2.133 1.621
C -0.326 1.727 -8.533
H 0.180 3.781 -4.993
*
```

***

No. 2
This record from the OMol25 dataset describes a cluster of 11 separate species, C54H114O12S4 in total. The level of theory is ωB97M-V with the def2-TZVPD basis set.

Maximum force in eV/A: 4.6
E in hartree: -4621.22645

```
! RIJCOSX wB97M-V def2-TZVPD def2/J DEFGRID3
* xyz 0 1
H -1.890 3.347 9.682
H 2.269 4.814 -6.035
C 5.725 -3.648 5.679
H -4.940 4.787 4.984
H -9.632 0.025 -3.835
H -9.940 2.490 -0.214
H -2.892 0.483 1.060
H -1.122 -1.922 -5.540
H 8.741 -11.186 2.586
H -4.166 -7.636 5.653
H -5.852 7.724 -1.715
C -4.600 10.866 4.327
H -3.914 -11.465 1.631
H -5.694 -8.099 3.794
C 2.019 8.424 -5.203
H -3.529 5.263 6.457
C -10.816 1.887 -0.452
O 6.469 -9.882 2.723
C 4.750 -5.350 7.081
C 4.160 -8.813 1.755
O -2.885 1.336 7.852
H -6.121 8.805 0.873
H -3.825 8.423 -0.267
H 7.898 2.514 5.889
H 9.305 -4.765 -3.985
H -3.830 10.755 1.616
C -4.552 9.190 -0.536
H 8.110 -4.667 -1.925
H 6.214 3.042 8.491
O -5.374 -8.827 1.462
C -1.945 -1.334 -7.864
C 7.854 -3.951 -2.705
H 3.992 9.132 -5.356
C -10.103 -1.849 -2.519
S -3.978 -9.044 1.842
H 8.838 -9.605 3.163
H -0.294 -0.020 -9.518
O 6.404 2.787 3.422
H -2.960 -0.402 -9.378
H 9.654 -2.929 -2.320
H -8.110 -2.660 -2.578
H -2.811 -10.953 2.983
H 4.633 -8.029 2.346
C 6.054 -6.018 -4.041
H -0.605 -3.623 -5.642
H -10.974 1.099 0.284
H -4.730 8.753 -2.578
H 1.150 0.666 -0.475
H 6.247 1.508 7.646
C 8.611 -2.634 -2.436
O -2.197 3.071 6.110
C 3.031 5.552 -6.283
H 2.392 7.365 -3.350
C 5.506 -5.820 -5.477
H 4.647 -1.918 5.319
H 5.593 -5.439 -3.241
C -1.905 0.064 0.933
S 6.207 3.991 4.324
C 7.571 -6.051 -4.173
S -2.596 2.709 7.444
H 1.441 6.314 -4.493
H -1.578 -3.395 -8.162
H -0.002 -0.554 -12.053
H 3.072 -8.831 1.826
C -9.299 -0.524 -2.954
C 2.230 7.058 -4.383
C -4.301 4.758 7.037
H 7.952 -4.107 -4.896
H -2.932 -1.449 -7.417
H 7.825 -6.454 -5.154
C -5.388 8.710 -1.711
H -5.262 3.273 5.619
H 2.300 10.548 -3.325
O 6.170 3.594 5.980
C -1.553 -1.038 1.696
C 3.013 9.531 -5.089
H -11.526 0.749 -2.116
H -1.521 -0.416 -7.458
H 3.565 5.434 -4.292
H 4.319 6.894 -4.931
C -0.287 -1.500 1.629
H -5.154 -6.204 5.479
H 2.636 -2.720 6.564
H -3.780 11.508 4.003
H -3.411 -6.263 4.952
H 7.181 -10.496 0.774
C -1.353 3.211 8.744
H -10.911 -1.744 -1.796
H -2.244 -1.689 2.211
O -3.878 3.684 7.881
C 8.671 -10.156 2.238
O 4.191 -10.672 3.612
H 1.816 8.208 -6.252
O 7.080 5.188 4.252
C -1.136 -2.578 -7.593
C 3.414 6.286 -4.954
H 8.318 -2.125 -1.518
H -4.658 -10.855 3.122
H 5.883 -4.915 -5.953
O -3.761 -8.153 3.252
H 4.761 -6.317 7.562
H -5.960 10.430 0.419
C 5.804 -4.862 6.293
H -6.238 9.334 -1.988
H -2.247 -3.321 -5.716
H 1.750 -1.186 0.815
O -2.943 -8.773 0.851
H 4.422 -5.738 -5.409
C -2.128 -1.106 -9.358
C 3.558 -4.596 7.136
H 2.683 -4.843 7.719
H 7.949 -6.749 -3.426
H -1.302 1.581 -0.412
H -0.890 4.141 8.414
C 7.328 3.130 6.585
H -4.893 5.539 7.515
C -5.362 9.574 0.732
C -10.624 1.284 -1.818
H 5.691 -6.521 -6.292
H 1.111 8.888 -4.818
H -0.097 -2.285 -7.742
H -5.207 11.480 4.992
H -5.967 11.422 2.717
C 4.678 -2.837 5.886
H -8.281 -0.763 -3.261
H -0.125 -2.506 1.988
H -8.472 1.172 -1.914
H 2.678 6.209 -7.078
H -3.896 9.193 2.319
H -10.510 2.127 -2.500
H 3.945 3.639 4.739
H 7.797 2.188 8.415
C -0.952 0.712 0.127
H 4.253 4.626 3.257
H -5.319 -6.634 3.008
C -5.433 10.560 3.117
O 4.824 -11.180 1.216
H 9.473 -10.029 1.510
H -0.548 2.493 8.904
H 6.803 -3.669 -2.642
C -9.331 0.506 -1.836
H 8.623 -1.874 -3.218
H 3.621 9.331 -3.120
H 4.453 5.427 4.911
S 4.839 -10.345 2.352
C 0.371 0.290 0.172
C 6.851 2.377 7.907
H 5.751 -7.050 -3.866
C -3.772 -10.809 2.489
C -9.056 -2.817 -2.060
H -1.482 -1.428 -12.007
H 4.436 -8.734 0.703
H -4.087 9.972 4.682
C 8.218 -4.686 -4.011
C 3.533 -3.321 6.555
H -8.999 -2.783 -0.972
H -3.979 10.068 -0.834
H -1.364 0.395 -11.813
H -9.271 -3.873 -2.228
C -1.301 -2.879 -6.030
C 4.452 4.510 4.322
H -6.206 9.837 3.375
H -9.231 0.000 -0.876
H 3.852 4.878 -6.529
H 6.649 -5.533 6.337
H 7.362 -8.826 1.101
C -4.895 -7.364 3.698
H 2.715 10.200 -5.898
C -0.967 -0.585 -11.547
C -5.254 4.321 5.918
H -10.436 -2.326 -3.441
C -4.536 10.005 1.972
H -2.552 -2.023 -9.766
H -6.303 4.601 6.016
H 6.579 -3.290 5.123
C 7.337 -9.797 1.596
C 3.219 10.133 -3.739
H 7.934 4.021 6.748
C -0.802 -0.845 -10.018
H 3.995 10.898 -3.744
H -0.170 -1.732 -9.982
H -11.670 2.551 -0.319
C 0.718 -0.874 0.870
C -4.366 -6.786 5.001
*
```

***

No. 3
This record from the OMol25 dataset describes a structure of composition C54H33Br2Cl4N7O3SSc. The level of theory is ωB97M-V with the def2-TZVPD basis set.

Maximum force in eV/A: 6.9
Energy above the lowest of the compared OMol25 structures with the same formula, charge and spin in kcal/mol: 0.0
E in hartree: -10834.09129

```
! RIJCOSX wB97M-V def2-TZVPD def2/J DEFGRID3
* xyz -1 1
C -2.746 1.823 1.578
N -0.436 1.126 1.728
C -0.224 -4.991 4.097
C -2.816 1.327 0.145
C 0.597 -2.284 -1.833
H 4.699 1.946 2.327
C -1.321 1.929 3.627
H 5.124 0.820 -2.592
H 0.618 -2.429 4.573
H -3.722 -4.127 -4.525
C -4.398 3.664 1.864
H 0.657 -3.331 -1.526
C -0.509 -2.851 0.969
Br 2.023 -1.324 -0.906
H 0.680 -0.564 2.958
H -3.851 4.233 1.114
N -1.894 1.165 -0.777
C -0.023 1.711 3.855
Cl 6.821 3.573 -6.211
Cl -7.655 4.123 4.136
N -0.069 -1.640 1.362
C -4.171 0.916 -0.288
C -1.906 -0.218 -2.775
C 2.670 0.213 4.414
H 0.488 1.921 4.778
H -2.382 -2.886 -2.854
C -0.580 -3.963 1.799
C 0.312 -5.761 6.193
C 5.600 3.040 -5.120
C 3.133 3.080 0.815
C -6.235 3.466 3.417
C -0.803 -6.223 3.819
C 0.321 -1.541 2.649
H -1.276 -6.453 2.876
H 4.105 4.399 -5.885
C -3.625 -3.048 -4.610
H 2.334 -0.187 -4.637
H -0.814 -2.913 -0.072
C -3.937 2.395 2.239
N 0.445 0.381 -2.015
H -2.032 2.299 4.343
Sc 0.000 0.000 0.000
C 4.900 1.604 -3.314
H 3.328 -0.858 6.162
C -4.121 -0.973 -5.755
C -2.868 -2.349 -3.667
C -0.772 -7.183 4.813
O 0.112 -6.003 8.811
C 4.948 0.187 5.193
Cl -5.180 -3.220 -6.810
H -4.279 0.685 3.508
C 3.619 2.175 -3.352
H -1.208 -8.165 4.659
H -0.941 -4.893 1.376
H -4.685 -0.058 -2.110
H -5.094 0.993 0.249
C 5.310 0.975 4.108
C -5.786 2.204 3.803
C -0.180 -3.857 3.139
C 2.536 2.181 -1.167
C 5.890 2.036 -4.198
C -4.639 1.669 3.213
S 1.060 -5.404 7.866
C 1.912 1.404 2.327
C -3.361 -0.273 -4.816
H 0.785 -2.191 -2.905
N 1.742 1.571 -0.243
H 2.348 3.632 -4.316
H -3.258 0.808 -4.900
N 0.341 -4.748 5.293
H 6.349 1.252 3.952
H 6.879 1.587 -4.158
C -4.248 -2.357 -5.648
H -4.608 -0.433 -6.562
C 2.200 1.932 0.925
Br -1.236 -1.689 -1.512
C 2.577 1.707 -2.420
C 0.284 -2.595 3.550
C 3.628 -0.207 5.346
Cl 6.142 -0.336 6.316
C 0.302 -0.711 -3.953
C -2.522 0.436 -1.770
C 4.338 1.393 3.185
H -0.082 -1.321 -4.758
C 3.339 3.182 -4.284
O 2.368 -6.062 7.794
H 1.658 -0.178 4.522
C 2.980 1.069 3.334
C -1.582 1.622 2.232
H -6.315 1.632 4.559
C 1.539 0.655 -2.756
H -5.892 5.184 2.151
C -2.732 -0.957 -3.765
C -5.547 4.199 2.451
C -3.934 0.394 -1.485
C 1.550 -0.121 -3.897
C 0.582 1.357 2.587
H 3.972 3.877 -0.996
C 3.338 3.163 -0.500
C -0.403 -0.190 -2.878
O 1.116 -3.940 7.932
C 4.331 3.615 -5.167
N -0.224 -6.991 6.017
H 3.501 3.691 1.614
H -1.653 -0.348 0.779
*
```

***

no.,E_LUMO (eV)
1,0.4
2,0.1
3,0.6